Record 1
Formula: CH3F3N2O
Source: OMol25
Level of theory: wB97M-V/def2-TZVPD

Geometry (Å):
N: -1.588 -0.535 -0.643
N: -0.888 -0.720 0.576
O: -0.148 0.426 1.068
C: 1.245 0.618 0.299
F: 0.989 0.648 -0.957
F: 2.068 -0.376 0.488
F: 1.832 1.676 0.695
H: -2.435 0.040 -0.459
H: -0.932 -0.341 -1.405
H: -0.141 -1.435 0.338

Summary:
E_tot, eV: -14263.0000
Maximum force, Eh/bohr: 0.0926
Kohn-Sham gap, hartree: 0.4001
Energy relative to the best compared isomer or geometry (same formula, charge and spin), kcal per mole: 0.0
HOMO, eV: -10.00
Lowest unoccupied orbital energy, eV: 0.89
SMILES: NNOC(F)(F)F
Charge: 0

Table of natural (NBO) atomic charges, one value per atom, all in e: -0.68 -0.17 -0.44 1.14 -0.32 -0.32 -0.28 0.38 0.36 0.33

Record 2
Formula: CO4S2
Source: OMol25
Level of theory: wB97M-V/def2-TZVPD

Geometry (Å):
O: -1.254 -0.945 1.031
S: -0.803 0.136 0.080
O: -1.456 0.147 -1.305
O: -0.976 1.436 0.781
C: 1.070 -0.187 -0.122
O: 1.324 -0.727 -1.540
S: 2.096 0.141 1.076

Summary:
E_tot, eV: -30895.3634
Maximum force, Eh/bohr: 0.1696
Kohn-Sham gap, hartree: 0.2278
Energy relative to the best compared isomer or geometry (same formula, charge and spin), kcal per mole: 46.1
HOMO, eV: -0.31
Lowest unoccupied orbital energy, eV: 5.89
SMILES: O=S(=O)([O-])C([O-])=S
Charge: -2

Table of natural (NBO) atomic charges, one value per atom, all in e: -1.04 2.24 -1.01 -1.05 -0.07 -0.79 -0.28

Record 3
Formula: C15H37N7O25S3
Source: OMol25
Level of theory: wB97M-V/def2-TZVPD

Geometry (Å):
C: -7.593 -23.435 -1.031
N: -6.169 -23.560 -1.311
O: -5.524 -22.532 -1.488
O: -5.656 -24.721 -1.360
H: -7.968 -22.413 -0.974
H: -7.700 -23.772 0.000
H: -8.224 -24.148 -1.561
C: -3.571 -35.642 2.653
N: -4.725 -34.742 2.192
O: -4.766 -33.614 2.637
O: -5.523 -35.210 1.395
H: -3.020 -35.921 1.755
H: -3.996 -36.532 3.117
H: -2.877 -35.112 3.305
C: -2.169 -35.393 7.868
N: -2.340 -33.942 7.554
O: -3.462 -33.483 7.599
O: -1.394 -33.250 7.321
H: -3.049 -35.778 8.382
H: -1.442 -35.504 8.673
H: -1.972 -35.805 6.878
C: -2.998 -28.765 10.217
N: -3.572 -27.673 9.447
O: -3.384 -26.513 9.797
O: -4.320 -28.085 8.519
H: -3.104 -28.571 11.285
H: -2.006 -28.808 9.768
H: -3.599 -29.652 10.021
C: 1.955 -25.718 2.432
N: 1.018 -24.803 1.720
O: 1.560 -23.940 1.078
O: -0.186 -24.929 1.758
H: 1.353 -26.187 3.210
H: 2.847 -25.256 2.853
H: 2.154 -26.392 1.598
C: 2.184 -36.025 0.877
N: 2.105 -36.218 2.337
O: 3.120 -35.948 2.898
O: 1.145 -36.606 2.922
H: 2.136 -34.939 0.792
H: 1.342 -36.597 0.487
H: 3.076 -36.562 0.554
O: -0.598 -29.469 0.109
S: -1.325 -30.190 1.153
O: -0.990 -31.583 1.526
O: -1.528 -29.243 2.558
C: -2.711 -29.510 3.119
C: -3.634 -29.330 1.852
O: -2.941 -30.121 0.891
H: -2.673 -30.560 3.409
H: -2.871 -28.876 3.991
H: -3.588 -28.299 1.501
H: -4.692 -29.589 1.890
O: -1.262 -35.009 -5.392
S: -0.770 -34.628 -4.094
O: 0.552 -35.097 -3.656
O: -0.787 -33.001 -3.860
C: -2.148 -32.502 -3.798
C: -2.728 -33.600 -2.870
O: -1.896 -34.768 -2.927
H: -2.281 -31.581 -3.230
H: -2.536 -32.596 -4.813
H: -3.751 -33.749 -3.215
H: -2.777 -33.248 -1.839
O: -8.185 -26.405 3.355
S: -7.812 -25.499 4.446
O: -6.423 -25.510 4.920
O: -8.278 -23.966 4.042
C: -9.082 -23.355 5.049
C: -9.750 -24.544 5.722
O: -8.798 -25.517 5.701
H: -8.421 -22.837 5.745
H: -9.740 -22.629 4.573
H: -10.529 -24.978 5.095
H: -10.139 -24.371 6.725
C: -6.946 -29.934 -2.777
N: -8.072 -30.747 -2.470
C: -8.088 -31.273 -1.078
C: -9.117 -30.779 -3.301
O: -10.186 -31.315 -3.044
H: -6.550 -30.216 -3.752
H: -6.131 -30.197 -2.102
H: -7.152 -28.865 -2.839
H: -8.586 -32.243 -1.094
H: -7.103 -31.349 -0.617
H: -8.745 -30.643 -0.479
H: -9.032 -30.108 -4.169

Summary:
E_tot, eV: -110255.0617
Maximum force, Eh/bohr: 0.1166
Kohn-Sham gap, hartree: 0.3399
Energy relative to the best compared isomer or geometry (same formula, charge and spin), kcal per mole: 0.0
HOMO, eV: -9.27
Lowest unoccupied orbital energy, eV: -0.02
SMILES: C[N+](=O)[O-].C[N+](=O)[O-].C[N+](=O)[O-].C[N+](=O)[O-].C[N+](=O)[O-].C[N+](=O)[O-].O=S1(=O)OCCO1.O=S1(=O)OCCO1.O=S1(=O)OCCO1.CN(C)C=O
Charge: 0

Table of Mulliken atomic charges, one value per atom, all in e: -0.69 0.81 -0.48 -0.49 0.33 0.24 0.29 -0.72 0.87 -0.49 -0.53 0.28 0.30 0.29 -0.68 0.87 -0.52 -0.51 0.29 0.29 0.26 -0.68 0.81 -0.50 -0.49 0.28 0.28 0.30 -0.61 0.84 -0.52 -0.51 0.26 0.28 0.26 -0.64 0.90 -0.53 -0.56 0.27 0.27 0.28 -0.51 0.99 -0.48 -0.33 -0.37 -0.28 -0.23 0.27 0.33 0.26 0.33 -0.52 1.08 -0.52 -0.35 -0.36 -0.24 -0.27 0.32 0.33 0.24 0.29 -0.52 1.08 -0.50 -0.33 -0.24 -0.32 -0.27 0.27 0.29 0.28 0.28 -0.95 0.11 -0.85 0.00 -0.58 0.38 0.26 0.34 0.30 0.34 0.30 0.37

Record 4
Formula: C3H3N3OS
Source: OMol25
Level of theory: wB97M-V/def2-TZVPD

Geometry (Å):
N: 0.182 2.394 -0.878
C: -0.307 1.359 -0.781
C: -0.872 0.163 -0.284
O: -2.052 0.154 0.343
N: -0.346 -0.969 -0.623
S: 1.068 -1.241 -1.302
H: -2.125 1.171 0.455
H: -0.882 -1.843 -0.419
C: 1.812 -0.433 1.214
N: 0.786 -0.006 1.478
H: 2.735 -0.750 0.797

Summary:
E_tot, eV: -20509.1920
Maximum force, Eh/bohr: 0.0697
Kohn-Sham gap (spin up / spin down), hartree: 0.2785 / 0.2784
Energy relative to the best compared isomer or geometry (same formula, charge and spin), kcal per mole: 96.6
HOMO (spin up / spin down), eV: -8.19 / -8.19
Lowest unoccupied orbital energy (spin up / spin down), eV: -0.62 / -0.62
SMILES: N#C/C(O)=[NH+]\[S-].C#N
Charge: 0

Table of natural (NBO) atomic charges, one value per atom, all in e: -0.20 0.17 0.45 -0.60 -0.59 -0.11 0.51 0.43 0.11 -0.42 0.25

Record 5
Formula: C6H16N2
Source: OMol25
Level of theory: wB97M-V/def2-TZVPD

Geometry (Å):
C: 3.127 2.088 0.252
C: 3.209 0.647 -0.235
N: 1.923 0.016 -0.497
C: 0.820 0.048 0.555
C: -0.430 -0.832 0.212
N: -1.718 -0.090 0.241
C: -2.853 -1.040 0.324
C: -3.842 -1.066 -0.817
H: 3.748 2.343 1.080
H: 2.150 2.459 0.747
H: 3.394 2.691 -0.621
H: 3.656 0.040 0.527
H: 3.906 0.443 -1.077
H: 1.518 0.472 -1.343
H: 1.317 -0.697 1.253
H: 0.542 0.920 1.088
H: -0.112 -1.277 -0.775
H: -0.328 -1.692 1.042
H: -1.871 0.666 -0.398
H: -2.366 -2.030 0.582
H: -3.466 -0.658 1.174
H: -4.076 -0.019 -1.100
H: -4.744 -1.685 -0.596
H: -3.506 -1.749 -1.619

Summary:
E_tot, eV: -9459.1841
Maximum force, Eh/bohr: 0.0902
Kohn-Sham gap, hartree: 0.3490
Energy relative to the best compared isomer or geometry (same formula, charge and spin), kcal per mole: 66.7
HOMO, eV: -8.34
Lowest unoccupied orbital energy, eV: 1.16
SMILES: CCNCCNCC
Charge: 0

Table of natural (NBO) atomic charges, one value per atom, all in e: -0.65 -0.23 -0.62 -0.25 -0.22 -0.66 -0.22 -0.64 0.21 0.21 0.21 0.18 0.20 0.33 0.18 0.19 0.18 0.20 0.37 0.20 0.18 0.21 0.22 0.21

Record 6
Formula: C4H13N2
Source: OMol25
Level of theory: wB97M-V/def2-TZVPD

Geometry (Å):
C: 1.338 -0.729 1.715
C: 0.481 0.529 1.644
N: -0.309 0.543 0.369
C: -0.710 1.861 -0.190
H: 2.023 -0.760 0.868
H: 1.906 -0.714 2.641
H: 0.723 -1.628 1.706
H: -0.220 0.602 2.471
H: 1.138 1.398 1.619
H: -1.094 -0.114 0.437
H: 0.220 0.047 -0.353
H: -1.057 2.500 0.614
H: -1.478 1.691 -0.939
H: 0.148 2.324 -0.672
C: -0.251 -1.514 -2.504
N: -1.136 -1.414 -1.604
H: 0.793 -1.344 -2.237
H: -0.465 -1.739 -3.548
H: -2.053 -1.540 -2.037

Summary:
E_tot, eV: -7332.0715
Maximum force, Eh/bohr: 0.0162
Kohn-Sham gap, hartree: 0.4350
Energy relative to the best compared isomer or geometry (same formula, charge and spin), kcal per mole: 32.6
HOMO, eV: -14.70
Lowest unoccupied orbital energy, eV: -2.87
Charge: +1

Table of natural (NBO) atomic charges, one value per atom, all in e: -0.63 -0.22 -0.50 -0.42 0.22 0.26 0.23 0.23 0.22 0.46 0.44 0.24 0.24 0.23 -0.01 -0.68 0.16 0.18 0.36

Record 7
Formula: C7H15BCuI2NO
Source: OMol25
Level of theory: wB97M-V/def2-TZVPD

Geometry (Å):
C: -0.564 3.140 0.314
C: 0.896 2.790 0.050
C: 1.149 1.346 -0.375
O: 0.310 0.934 -1.452
C: -0.860 0.288 -1.151
B: -0.650 -1.435 -1.425
N: -1.921 -2.134 -1.332
C: 0.504 -2.110 -0.482
I: 2.017 -2.947 -1.623
C: 0.485 -2.145 0.835
C: -0.493 -1.513 1.783
I: 1.948 -3.252 1.952
H: -1.008 2.465 1.054
H: -1.165 3.072 -0.595
H: -0.652 4.154 0.707
H: 1.322 3.467 -0.695
H: 1.474 2.949 0.968
H: 1.040 0.656 0.471
H: 2.171 1.248 -0.749
H: -1.646 0.600 -1.837
H: -1.178 0.437 -0.114
H: -0.284 -1.380 -2.584
H: -2.224 -2.588 -0.482
H: -2.715 -1.754 -1.830
H: -0.114 -0.558 2.161
H: -1.448 -1.353 1.277
H: -0.681 -2.144 2.652
Cu: 4.286 -2.232 2.503

Summary:
E_tot, eV: -72547.6776
Maximum force, Eh/bohr: 0.0274
Kohn-Sham gap (spin up / spin down), hartree: 0.2202 / 0.2418
2S+1: 2
HOMO (spin up / spin down), eV: -11.49 / -12.08
⟨S²⟩: 0.757
Lowest unoccupied orbital energy (spin up / spin down), eV: -5.50 / -5.50
Charge: +1

Table of natural (NBO) atomic charges, one value per atom, all in e: -0.61 -0.42 -0.06 -0.47 -0.10 0.19 -0.84 -0.35 0.25 -0.14 -0.68 0.07 0.19 0.21 0.23 0.22 0.21 0.16 0.20 0.21 0.19 0.06 0.38 0.39 0.23 0.24 0.24 0.81

Record 8
Formula: C2H6ClO2Sr
Source: OMol25
Level of theory: wB97M-V/def2-TZVPD

Geometry (Å):
Sr: -1.390 -1.075 4.859
Cl: -1.705 0.345 2.345
C: 1.207 0.142 -0.677
C: -0.090 -0.045 -1.448
O: -0.999 -0.850 -0.672
O: 1.019 0.948 0.468
H: 1.963 0.649 -1.283
H: 1.639 -0.822 -0.393
H: 0.096 -0.585 -2.380
H: -0.519 0.924 -1.708
H: -1.561 -0.244 -0.175
H: 0.341 0.614 1.063

Summary:
E_tot, eV: -19617.8084
Maximum force, Eh/bohr: 0.0450
Kohn-Sham gap, hartree: 0.1918
Energy relative to the best compared isomer or geometry (same formula, charge and spin), kcal per mole: 0.0
HOMO, eV: -11.76
Lowest unoccupied orbital energy, eV: -6.54
Charge: +1

Table of natural (NBO) atomic charges, one value per atom, all in e: 1.89 -0.88 -0.08 -0.10 -0.74 -0.74 0.19 0.16 0.18 0.18 0.47 0.47